[1]
Formula: C6H15N2
Source: the OMol25 dataset
Level of theory: ωB97M-V with the def2-TZVPD basis set

```
23
Properties=species:S:1:pos:R:3:forces:R:3:nbo_charge:R:1
N -1.191 -0.035 -2.784 -0.81 -1.41 -0.77 -1.09
N -0.644 0.401 1.748 0.63 0.72 0.72 -0.61
C 0.425 -1.348 -1.421 -0.54 0.47 1.14 -0.44
C -0.205 -1.154 -2.807 1.73 -0.35 0.09 -0.34
C -0.025 0.045 0.574 -1.26 -0.15 0.07 0.00
C -0.028 1.419 2.617 0.68 -1.00 -1.01 -0.21
C -0.428 -0.955 -0.215 1.05 0.32 -1.04 -0.34
C 1.480 1.175 2.951 -0.91 1.38 -0.76 -0.64
H -1.143 0.456 -1.877 0.19 0.56 -0.25 0.41
H 0.724 0.726 0.185 0.29 -0.04 0.40 0.20
H -0.579 1.433 3.550 -0.39 0.49 -0.19 0.20
H -1.194 -0.272 2.235 -0.17 -0.56 -0.11 0.38
H -0.561 -2.097 -3.206 -0.96 0.21 0.19 0.23
H 1.415 -0.904 -1.325 -0.11 0.52 -0.24 0.21
H -0.098 2.301 1.991 -0.23 0.73 0.71 0.19
H 0.625 -2.358 -1.159 0.20 -1.40 -0.70 0.22
H 1.817 0.281 2.435 0.26 -0.31 0.75 0.22
H 1.630 1.326 4.016 0.29 -0.92 0.12 0.22
H -1.282 -1.578 -0.022 -0.21 -0.13 0.37 0.21
H 0.593 -0.934 -3.519 -0.11 0.52 0.07 0.22
H -2.145 -0.475 -2.795 -0.26 0.09 0.10 0.30
H -1.210 0.533 -3.688 0.36 0.35 0.49 0.26
H 2.023 2.013 2.513 0.25 -0.08 -0.16 0.21
```
Positions in Å, forces in eV/Å.

multiplicity = 2
orbital gap (spin up / spin down) = 4.2 / 9.0 eV
highest occupied orbital energy (spin up / spin down) = -3.33 / -8.13 eV
calculated total energy = -346.9473 hartree
<S²> = 0.751
ΔE to the lowest compared entry with this formula, charge and spin = 2.9121 eV



[2]
Formula: C6H15N2
Source: the OMol25 dataset
Level of theory: ωB97M-V with the def2-TZVPD basis set

```
23
Properties=species:S:1:pos:R:3:forces:R:3:nbo_charge:R:1
N -1.165 0.476 -0.333 -0.26 -1.49 -0.30 -0.68
N 0.155 2.120 1.068 0.22 0.88 0.44 -0.67
C 1.763 -1.596 -1.691 0.59 1.22 0.69 -0.19
C 1.671 -2.881 -1.417 -0.07 -0.59 -0.32 -0.37
C -0.367 -0.783 -0.534 0.47 0.01 -0.38 -0.23
C 1.065 -0.473 -0.967 -0.11 -0.22 0.91 -0.45
C -1.120 1.742 1.760 0.14 0.71 0.22 -0.23
C -1.755 0.582 0.994 -0.07 -0.19 0.47 -0.26
H 0.994 0.398 -1.603 0.12 0.20 -0.43 0.21
H 2.097 -3.616 -2.078 0.58 -0.05 0.03 0.22
H -0.876 1.476 2.784 0.09 -0.07 0.04 0.23
H -1.690 2.670 1.822 -0.27 -0.22 -0.28 0.23
H 1.682 -0.156 -0.103 -0.08 -0.11 -0.11 0.18
H 2.532 -1.184 -2.341 -0.35 -0.59 -0.67 0.21
H -1.873 0.326 -1.034 -0.51 0.76 0.10 0.40
H 0.881 1.428 1.242 0.14 -0.02 -0.32 0.44
H -1.561 -0.317 1.575 0.06 -0.18 -0.04 0.21
H 0.485 3.033 1.377 0.16 -0.04 0.36 0.44
H -0.015 2.215 0.061 -0.11 -0.74 -0.13 0.47
H 1.167 -3.318 -0.568 -0.59 0.24 0.01 0.19
H -0.423 -1.479 0.300 0.06 0.29 0.42 0.20
H -0.809 -1.359 -1.341 -0.19 0.06 -0.30 0.21
H -2.838 0.692 1.027 -0.01 0.16 -0.38 0.24
```
Positions in Å, forces in eV/Å.

multiplicity = 1
orbital gap = 9.3 eV
charge = +1
highest occupied orbital energy = -12.66 eV
calculated total energy = -346.8300 hartree
ΔE to the lowest compared entry with this formula, charge and spin = 2.2471 eV



[3]
Formula: C6H15N2
Source: the OMol25 dataset
Level of theory: ωB97M-V with the def2-TZVPD basis set

```
23
Properties=species:S:1:pos:R:3:forces:R:3:nbo_charge:R:1
N -0.978 1.645 2.024 -0.40 -0.12 -0.13 -1.06
N 0.627 -1.442 2.083 0.90 -1.25 -0.98 -0.67
C 1.107 -0.706 1.092 -0.03 0.03 0.26 0.27
C 0.491 1.765 -1.236 -0.25 -0.19 0.31 -0.60
C 0.506 -0.514 -0.163 -0.43 0.84 -0.72 -0.18
C -1.225 -1.292 -1.810 -0.66 0.30 -0.17 -0.71
C -0.714 -1.048 -0.451 0.17 -0.37 0.45 0.11
C 1.179 0.401 -1.178 0.08 -0.58 0.02 -0.42
H -1.368 -1.354 0.370 0.23 -0.26 -0.11 0.20
H -0.967 2.089 2.935 0.26 0.00 0.04 0.38
H -0.334 0.864 2.025 -0.10 0.23 0.40 0.33
H 2.082 -0.269 1.269 0.05 0.19 0.05 0.23
H 0.945 2.397 -1.990 0.12 0.09 -0.04 0.24
H -1.908 1.239 1.951 0.06 0.09 -0.13 0.36
H 0.533 2.250 -0.261 0.03 0.12 -0.09 0.23
H -0.571 1.657 -1.475 0.11 0.02 -0.03 0.21
H -0.047 -2.131 1.771 -0.46 0.18 0.47 0.41
H -1.276 -0.384 -2.411 0.06 0.14 0.01 0.27
H -2.225 -1.720 -1.778 0.08 -0.04 -0.06 0.25
H 2.226 0.506 -0.902 0.14 0.07 -0.17 0.22
H 1.341 -1.901 2.645 -0.27 0.54 0.53 0.43
H 1.137 -0.086 -2.156 0.18 0.05 0.04 0.23
H -0.563 -1.966 -2.354 0.12 -0.09 0.06 0.27
```
Positions in Å, forces in eV/Å.

multiplicity = 1
orbital gap = 7.6 eV
charge = +1
highest occupied orbital energy = -13.50 eV
calculated total energy = -346.8381 hartree
ΔE to the lowest compared entry with this formula, charge and spin = 2.0260 eV



[4]
Formula: C6H15N2
Source: the OMol25 dataset
Level of theory: ωB97M-V with the def2-TZVPD basis set

```
23
Properties=species:S:1:pos:R:3:forces:R:3:nbo_charge:R:1
N 1.424 -0.016 -0.673 1.02 2.73 -0.18 -0.25
N -0.786 -1.181 0.488 -1.28 1.72 -1.54 -0.55
C 0.386 -1.941 -0.196 -2.24 0.27 -1.62 -0.18
C -1.136 1.453 0.789 -0.41 -3.10 3.40 -0.70
C -1.162 0.184 -0.004 1.57 1.08 -1.09 0.28
C 2.163 1.114 -0.122 -1.50 1.38 -1.79 -0.48
C 1.577 -1.102 0.171 -1.70 -0.94 1.88 -0.32
C -1.904 0.388 -1.303 2.62 -5.41 -1.03 -0.67
H -2.586 -0.552 -1.383 0.88 1.68 -0.68 0.22
H -2.457 1.210 -1.116 -2.05 2.69 -0.10 0.23
H -2.078 1.358 1.440 0.70 1.15 -1.12 0.25
H -1.175 0.509 -2.235 -1.69 -0.34 1.89 0.27
H 2.736 0.859 0.695 1.29 -0.62 1.99 0.19
H 1.570 -0.950 1.356 0.14 0.11 -2.13 0.18
H -1.032 2.256 0.121 -0.35 1.26 -0.52 0.26
H -0.383 1.502 1.595 0.15 -0.03 -0.55 0.23
H 0.239 -2.897 0.231 0.54 -1.29 0.25 0.22
H 0.118 -1.942 -1.339 0.84 -0.02 2.29 0.26
H 1.360 1.790 0.214 0.41 0.21 0.06 0.22
H -1.696 -1.611 0.531 -0.38 -1.35 -0.89 0.44
H -0.606 -1.176 1.451 0.99 0.58 1.95 0.42
H 2.817 1.723 -0.783 -0.71 -0.72 -0.25 0.24
H 2.514 -1.538 -0.048 1.17 -1.03 -0.23 0.27
```
Positions in Å, forces in eV/Å.

multiplicity = 1
orbital gap (spin up / spin down) = 8.1 / 9.5 eV
charge = +1
highest occupied orbital energy (spin up / spin down) = -12.14 / -13.24 eV
calculated total energy = -346.6877 hartree
ΔE to the lowest compared entry with this formula, charge and spin = 6.1186 eV



[5]
Formula: C6H15N2
Source: the OMol25 dataset
Level of theory: ωB97M-V with the def2-TZVPD basis set

```
23
Properties=species:S:1:pos:R:3:forces:R:3:nbo_charge:R:1
N -1.780 1.655 0.090 0.70 0.55 2.75 -0.87
N 4.312 0.357 -0.422 0.01 -0.53 -0.57 -0.86
C -0.431 -1.089 0.028 -0.48 1.23 -2.01 -0.48
C -1.840 -0.725 0.459 2.10 -6.06 -1.36 0.16
C 2.005 -0.351 -0.017 0.75 -0.36 0.92 -0.25
C 2.988 0.535 0.057 0.27 0.63 0.70 0.04
C 0.602 0.025 0.359 -0.42 0.18 -0.63 -0.41
C -2.995 -0.924 -0.437 -1.03 0.78 0.31 -0.69
H 5.074 0.469 0.234 -0.34 0.02 0.40 0.38
H -0.478 -1.228 -1.064 0.32 0.29 0.16 0.23
H -2.939 -0.536 -1.448 0.74 0.00 -0.14 0.26
H 0.279 0.828 -0.297 0.22 0.10 -0.03 0.24
H -1.930 2.166 -0.772 -0.48 -1.72 -0.75 0.44
H -2.092 2.221 0.871 -0.13 -0.38 0.19 0.40
H -3.820 -0.363 0.010 -0.44 -0.65 0.00 0.26
H -0.036 -2.054 0.372 -0.73 0.08 0.97 0.30
H 2.795 1.483 0.563 -0.32 0.26 -0.33 0.16
H -1.857 -1.173 1.456 -1.12 1.63 0.81 0.27
H 0.412 0.455 1.349 0.49 -0.40 0.21 0.22
H 2.294 -1.388 -0.178 -0.33 0.07 -0.64 0.22
H -3.235 -2.006 -0.523 0.19 0.39 0.50 0.31
H 4.482 1.039 -1.153 0.04 -0.10 -0.11 0.38
H -1.810 0.606 0.464 -0.02 3.97 -1.34 0.27
```
Positions in Å, forces in eV/Å.

multiplicity = 1
orbital gap = 4.6 eV
charge = +1
highest occupied orbital energy = -12.26 eV
calculated total energy = -346.6556 hartree
ΔE to the lowest compared entry with this formula, charge and spin = 6.9929 eV



[6]
Formula: C6H15N2
Source: the OMol25 dataset
Level of theory: ωB97M-V with the def2-TZVPD basis set

```
23
Properties=species:S:1:pos:R:3:forces:R:3:nbo_charge:R:1
N -2.872 0.395 -0.359 -0.21 0.33 -0.60 -0.76
N -0.171 -0.009 -0.290 -0.30 3.31 0.21 -0.51
C 1.313 1.560 1.195 -2.45 -1.36 -1.43 -0.66
C -1.834 1.041 0.111 2.83 0.83 2.24 0.03
C -0.240 -1.275 0.368 3.11 -1.41 0.20 -0.24
C 1.707 1.073 -1.230 4.91 1.35 -8.27 -0.34
C 0.970 0.913 -0.133 -5.28 -1.69 6.65 0.17
C 0.668 -2.291 -0.418 0.65 -1.02 0.27 -0.65
H 0.358 -1.171 1.324 -1.44 -0.03 -0.59 0.23
H -0.506 -0.042 -1.257 0.88 -0.36 0.09 0.40
H -1.396 1.911 -0.389 -0.80 -0.26 -0.31 0.22
H 1.713 0.813 1.842 0.54 -0.46 0.89 0.24
H 1.327 0.899 -2.237 -0.45 -0.04 0.21 0.17
H 0.573 -3.201 0.204 0.09 -0.05 -0.91 0.23
H 1.991 2.363 1.076 0.62 0.74 -0.18 0.25
H 0.354 1.897 1.607 0.40 0.25 0.50 0.21
H -1.572 1.143 1.209 -0.94 -0.70 -1.29 0.23
H 0.521 -2.462 -1.494 -1.31 -0.13 0.39 0.23
H 2.536 1.757 -1.345 0.29 -0.21 0.70 0.21
H -1.261 -1.686 0.496 0.56 0.44 -0.03 0.21
H -3.090 0.663 -1.325 -0.60 -0.97 0.70 0.43
H 1.777 -2.145 -0.541 -0.84 0.86 1.22 0.24
H -3.263 -0.392 0.159 -0.24 0.55 -0.65 0.43
```
Positions in Å, forces in eV/Å.

multiplicity = 3
orbital gap (spin up / spin down) = 6.2 / 8.2 eV
charge = +1
highest occupied orbital energy (spin up / spin down) = -9.23 / -14.31 eV
calculated total energy = -346.6440 hartree
<S²> = 2.008
ΔE to the lowest compared entry with this formula, charge and spin = 2.7522 eV